1.
The following is a DFT calculation (ωB97M-V/def2-TZVPD) of a molecular structure, C5H10N2O2 in a non-equilibrium geometry.

The electronic energy is -12416.77601 eV. The value obtained for the strongest force on any atom is 8.70 eV Å⁻¹. For the LUMO energy, the calculation gives 0.50 eV. Its energy above the lowest of the compared OMol25 structures with the same formula, charge and spin is 6.6966 eV. Its HOMO energy is -8.69 eV.

```
19
C5H10N2O2, DFT ωB97M-V/def2-TZVPD
H 0.1464 -1.1648 2.4335
O -1.0282 0.1833 -1.3619
N 0.5959 1.6373 1.5590
C -2.3286 0.2830 -2.0089
C 1.2336 0.3939 1.1489
C 0.5977 -0.5720 0.2076
H 2.2510 -0.0293 -1.2346
C -0.8660 -0.3084 -0.1695
H -2.0594 0.6563 -2.9601
C 0.8763 -0.9778 1.7346
H -3.0152 -0.7396 -1.9325
O -1.7721 -0.6297 0.5180
H 1.7977 -1.5859 1.5564
H 0.7579 1.6826 2.6807
N 1.5135 -1.0162 -0.6626
H 1.2435 2.3585 1.0539
H 0.7832 -1.6171 -1.6200
H -2.9986 1.1461 -1.6227
H 2.2713 0.2998 0.6801
```

***

2.
The following is a DFT calculation (ωB97M-V/def2-TZVPD) of 2 unconnected molecules or ions with the total composition C5H10N2O2 in a non-equilibrium geometry.

The electronic energy is -12420.57786 eV. The value obtained for the strongest force on any atom is 2.89 eV Å⁻¹. For the LUMO energy, the calculation gives 0.53 eV. The SMILES is C=CC(C)(O)O.N#CN. Its energy above the lowest of the compared OMol25 structures with the same formula, charge and spin is 2.8947 eV. Its HOMO energy is -9.68 eV.

```
19
C5H10N2O2, DFT ωB97M-V/def2-TZVPD
C -1.2722 -1.2988 -0.1477
N 1.4058 -0.9978 1.7028
O 0.9712 1.5471 -0.2674
H -1.5630 -2.1258 -0.7765
O -0.3600 0.9188 1.5221
H 0.3291 0.1708 1.8215
H 1.3191 2.1083 0.4355
H -2.3631 1.5158 -0.0695
H 2.7798 -2.6094 -0.2921
H -1.3443 2.0395 -1.4300
H 1.8333 -1.6534 -1.3300
C -0.4117 -0.3620 -0.5537
H -0.1018 -0.3199 -1.5911
C -1.4037 1.9408 -0.3482
H -1.2984 2.9205 0.1134
N 1.9161 -2.1064 -0.4316
C -0.2820 1.0304 0.1628
H -1.6203 -1.3162 0.8740
C 1.4661 -1.4022 0.6056
```

***

3.
The following is a DFT calculation (ωB97M-V/def2-TZVPD) of a single C5H10N2O3 molecule in a non-equilibrium geometry.

The electronic energy is -14469.09366 eV. The value obtained for the strongest force on any atom is 6.31 eV Å⁻¹. For the LUMO energy, the calculation gives 0.55 eV. The SMILES is NC(=O)CC[C@H](N)C(=O)O. Its energy above the lowest of the compared OMol25 structures with the same formula, charge and spin is 2.0579 eV. Its HOMO energy is -9.75 eV.

```
20
C5H10N2O3, DFT ωB97M-V/def2-TZVPD
H -0.1061 -0.1907 1.5145
O 2.0309 -0.9868 -1.2084
N -3.2386 -0.7308 -0.8152
H -3.8158 -1.6082 -0.6888
O -2.6335 0.2388 1.2866
N 1.4429 1.8546 -0.7466
H 0.6437 2.3917 -0.4217
H -1.1720 0.9146 -1.2296
H 1.4732 1.3004 -1.5595
C 2.0146 -0.5617 -0.0762
C 1.4044 0.8124 0.3124
H -0.6133 -0.7682 -0.8951
H -3.1510 -0.4976 -1.7699
H -0.3395 1.5759 1.0668
H 2.4307 -0.7134 1.7358
H 2.0772 1.0660 1.2085
C -2.4149 -0.1592 0.0788
O 2.4719 -1.3098 0.9678
C -0.9244 0.1900 -0.4459
C -0.0482 0.5728 0.7315
```

***

4.
The following is a DFT calculation (ωB97M-V/def2-TZVPD) of a single C5H10N2O3 molecule in a non-equilibrium geometry.

The electronic energy is -14468.90370 eV. The value obtained for the strongest force on any atom is 4.38 eV Å⁻¹. For the LUMO energy, the calculation gives 0.09 eV. The SMILES is C[C@H](N)C(=O)NCC(=O)O. Its energy above the lowest of the compared OMol25 structures with the same formula, charge and spin is 2.2479 eV. Its HOMO energy is -9.20 eV.

```
20
C5H10N2O3, DFT ωB97M-V/def2-TZVPD
C -1.0925 0.9044 -0.1989
N -2.0216 -0.8360 1.2052
O 3.5742 -0.0849 0.2251
H -0.7573 -2.3423 -1.0691
H -2.7248 -0.0580 1.0645
C 2.2440 -0.1255 -0.0734
H -1.6227 -0.7648 2.1506
H -2.2544 -1.6761 -1.0524
N 0.1497 1.3718 -0.5182
H -0.8922 -0.8760 -1.9027
H -0.0549 -0.7066 0.6262
O 1.8140 -1.1601 -0.5830
O -2.1352 1.3640 -0.4900
H 0.2096 2.3409 -0.9573
C -1.0605 -0.5289 0.2698
C -1.2553 -1.3907 -1.0300
H 3.7490 0.7365 0.6030
C 1.2781 1.0733 0.2435
H 1.9155 1.8481 0.2317
H 0.9370 0.9107 1.2554
```

***

5.
The following is a DFT calculation (ωB97M-V/def2-TZVPD) of 2 unconnected molecules or ions with the total composition C5H10N2O3 in a non-equilibrium geometry.

The electronic energy is -14465.87424 eV. The value obtained for the strongest force on any atom is 5.94 eV Å⁻¹. For the LUMO energy, the calculation gives 0.10 eV. Its energy above the lowest of the compared OMol25 structures with the same formula, charge and spin is 5.2773 eV. Its HOMO energy is -10.01 eV.

```
20
C5H10N2O3, DFT ωB97M-V/def2-TZVPD
H -2.8413 -2.4405 -0.2797
H 1.5775 0.0201 1.9620
H 0.1579 1.8055 -0.3583
C -1.4596 0.8892 0.6038
C -0.2035 0.8388 -0.4478
O 1.2899 -0.0335 -2.5680
N 2.0354 0.2345 1.0153
C -1.5962 -0.5997 0.9101
H -0.4847 0.7731 -1.3953
H -1.4499 1.7326 1.5250
C 0.9529 -0.1747 -0.1603
H -3.1418 -0.7379 -0.6698
O 3.1672 -0.2933 -1.4210
H 3.3267 -0.6615 -0.5252
N -2.7501 -1.1347 0.2567
C 1.7870 -0.0537 -1.4415
H 2.3626 1.2430 0.8546
H -2.5193 1.2415 0.3809
O -0.8860 -1.3971 1.6170
H 0.6750 -1.2519 0.1417
```

***

6.
The following is a DFT calculation (ωB97M-V/def2-TZVPD) of a single C5H10N2O4 molecule in a non-equilibrium geometry.

The electronic energy is -16514.18048 eV. The value obtained for the strongest force on any atom is 4.35 eV Å⁻¹. For the LUMO energy, the calculation gives 0.67 eV. The SMILES is COC(=O)[C@H](C)ONC(N)=O. Its energy above the lowest of the compared OMol25 structures with the same formula, charge and spin is 3.9339 eV. Its HOMO energy is -8.91 eV.

```
21
C5H10N2O4, DFT ωB97M-V/def2-TZVPD
C 0.7071 -1.1789 2.4970
H 2.4835 0.3702 -0.2548
C -2.4640 0.7204 -2.6931
H 2.2698 -1.4269 3.8101
H 1.7857 0.0560 -1.9299
H -0.9503 -0.7023 1.4681
C 0.3388 0.8680 -0.3317
C 1.5681 0.0356 -0.7954
O -1.7797 -0.3831 -0.2678
H -3.0953 1.1976 -1.9564
C -0.9419 0.2206 -0.9368
N 1.9704 -0.9745 2.8884
O -0.0835 -1.7349 3.2221
O 0.3886 0.8494 1.1158
N -0.0104 -0.3969 1.6890
O -1.0344 0.7635 -2.2688
H 1.4632 -0.9875 -0.5707
H 2.3895 -0.1093 2.6886
H 0.3788 1.8671 -0.8718
H -2.6715 1.2432 -3.6012
H -2.7127 -0.2974 -2.9005
```

***

7.
The following is a DFT calculation (ωB97M-V/def2-TZVPD) of 2 unconnected molecules or ions with the total composition C5H10N2PS in a non-equilibrium geometry.

The electronic energy is -28437.95218 eV. Its spin multiplicity is 3. The value obtained for the strongest force on any atom is 6.17 eV Å⁻¹. For the LUMO energy (alpha / beta), the calculation gives -3.97 / -6.66 eV. Its total charge is +1. Its expectation value of S² is 2.011. Its HOMO energy (alpha / beta) is -10.78 / -12.71 eV.

```
19
C5H10N2PS, DFT ωB97M-V/def2-TZVPD
C 1.1505 2.6754 1.8654
P -0.1141 0.2697 0.1592
H 2.0237 4.0583 0.3733
H 2.7160 2.5549 0.3370
C -0.3705 -3.1101 -0.3566
H 1.5149 1.6302 2.2509
C -0.8105 -0.7953 -1.2777
H 0.5900 -3.4245 -0.5982
H -2.3510 -3.6660 -1.0848
C -1.3103 -3.3276 -1.4864
H -0.4215 3.1417 0.5239
N -0.7919 -2.0604 -1.1960
H -1.0219 -3.7348 -2.3210
N 0.4276 2.6045 0.5888
S -2.0016 0.3550 0.6085
H 0.9477 3.5148 2.4886
H -1.3626 -0.4220 -2.1098
H -0.6048 -3.3634 0.6514
C 1.7903 3.0996 0.5835
```

***

8.
The following is a DFT calculation (ωB97M-V/def2-TZVPD) of a single C5H10N2S molecule in a non-equilibrium geometry.

The electronic energy is -19161.66776 eV. The value obtained for the strongest force on any atom is 2.94 eV Å⁻¹. For the LUMO energy, the calculation gives 0.79 eV. The SMILES is [H]/N=C(N)\C(C)=C/SC. Its energy above the lowest of the compared OMol25 structures with the same formula, charge and spin is 1.2380 eV. Its HOMO energy is -8.22 eV.

```
18
C5H10N2S, DFT ωB97M-V/def2-TZVPD
H -2.0511 2.2573 0.6626
H 1.9446 -2.2103 -0.8020
C -1.4514 2.7925 -0.0617
H 0.5442 0.4144 1.8223
C -0.7699 0.2234 -0.4918
H -2.0492 2.8567 -1.0011
C -0.9769 -2.1987 -0.8398
N 1.7456 -2.1962 0.2222
H 2.6568 -2.3042 0.7264
H -1.6835 0.2776 -1.1035
H -1.0069 -3.0342 -0.0755
C 0.9269 -1.1189 0.6164
N 1.1719 -0.3938 1.6467
H -1.2226 3.8108 0.2518
H -2.0279 -1.8878 -0.8693
H -0.5036 -2.5219 -1.7500
S 0.0272 1.7617 -0.3066
C -0.3053 -0.9842 -0.2294
```